{
  "formula": "C13H15N2OSm",
  "method": "ωB97M-V with the def2-TZVPD basis set",
  "symbols": ["C", "C", "C", "C", "C", "Sm", "C", "C", "C", "N", "H", "H", "H", "H", "H", "H", "H", "H", "H", "H", "O", "N", "C", "C", "C", "C", "C", "H", "H", "H", "H", "H"],
  "positions_angstrom": [[0.911, -1.277, -1.812], [-0.500, -1.203, -2.072], [-1.190, -1.911, -1.021], [-0.198, -2.413, -0.104], [1.104, -2.016, -0.593], [-0.108, -0.048, 0.008], [-1.573, 1.662, -0.921], [-0.435, 2.042, -1.484], [0.524, 2.574, -2.228], [1.462, 1.095, 0.334], [-2.259, -2.024, -0.923], [-0.960, -0.700, -2.905], [-0.390, -2.954, 0.807], [2.046, -2.212, -0.110], [1.690, -0.825, -2.409], [-2.249, 0.944, -1.419], [2.211, 1.562, 0.340], [-1.923, 2.094, 0.033], [0.277, 3.367, -2.937], [1.566, 2.239, -2.159], [-1.508, -0.647, 1.617], [-1.615, 0.386, 2.496], [-2.897, 0.776, 2.957], [-2.896, 1.711, 4.067], [-1.710, 2.119, 4.660], [-0.473, 1.661, 4.179], [-0.433, 0.789, 3.094], [-3.505, -0.117, 3.222], [-3.830, 2.093, 4.504], [-1.750, 2.795, 5.519], [0.475, 1.948, 4.634], [0.552, 0.425, 2.765]],
  "forces_ev_per_angstrom": [[-0.52, -1.57, -0.17], [0.48, -1.97, 0.11], [1.22, -1.69, -1.24], [0.44, -1.11, -2.19], [-1.14, -1.28, -1.47], [-0.30, 3.78, 4.51], [-1.08, 0.97, -0.79], [0.56, 1.62, -0.99], [-0.37, -0.52, 0.45], [-5.96, -3.50, -0.17], [0.03, 0.10, 0.10], [-0.05, 0.10, -0.09], [-0.08, 0.08, 0.08], [0.06, 0.09, 0.03], [-0.05, 0.05, 0.12], [0.44, 0.40, 0.24], [7.75, 4.86, 0.20], [0.28, -0.23, -0.45], [-0.07, -0.18, 0.10], [-0.64, 0.17, 0.09], [-1.34, -0.28, 1.15], [1.91, 0.17, 0.64], [-0.25, -0.38, 1.52], [1.33, 0.17, 0.10], [-1.75, 0.62, 0.06], [1.02, -1.07, -1.21], [-0.86, 0.90, 1.41], [-0.18, 0.40, -0.98], [0.28, -0.54, -0.37], [0.04, -0.13, -0.30], [-0.31, -0.03, -0.14], [-0.89, -0.02, -0.36]],
  "e_tot_ev": -36648.4322,
  "lumo_ev": [2.9, 2.9],
  "e_homo_ev": [-2.09, -3.53],
  "gap_ha": [0.183, 0.236],
  "charge": -1,
  "max_force_ev_per_a": 9.15,
  "multiplicity": 7,
  "s2": 12.04,
  "de_lowest_kj_mol": 185.0
}